The following is a DFT calculation (ωB97M-V with the def2-TZVPD basis set) of one molecule with the formula C6H10O.

Summary:
* SMILES: C[C@H]1OC[C@H]2C[C@H]21
* E_HOMO: -9.6 eV
* LUMO: 1.2 eV
* Kohn-Sham gap: 0.396 Ha
* strongest force on any atom: 0.0137 Eh/bohr
* total energy: -309.8176 hartree
* relative energy (zero: lowest compared OMol25 entry of this formula, charge and spin): 65.0 kJ/mol

```
! wB97M-V def2-TZVPD RIJCOSX def2/J DEFGRID3
* xyz 0 1
O -0.516 1.278 -0.129
C -2.025 -0.501 0.326
C 0.860 1.535 -0.355
C 0.463 -0.819 -0.435
C 1.067 -0.647 0.916
C 1.551 0.198 -0.218
C -0.845 -0.051 -0.546
H 2.571 0.068 -0.567
H -1.161 -0.071 -1.591
H -2.889 0.155 0.157
H -1.804 -0.469 1.401
H 1.181 2.271 0.389
H -2.329 -1.519 0.067
H 0.695 -1.742 -0.980
H 1.659 -1.487 1.234
H 0.493 -0.144 1.692
H 1.027 1.944 -1.363
*
```